No. 1
Here is an isolated molecule of C19H24N2OS from OMol25. Energies are from ωB97M-V/def2-TZVPD.

Each line ends with the natural charge from an NBO analysis.
Element x y z (Å)
C (1.81141, 2.86031, -0.43829)  0.296
H (-7.19726, -2.76258, -1.14812)  0.209
H (4.65469, -3.45286, -1.60728)  0.175
C (-2.97730, 2.15436, 0.15330)  -0.185
H (-4.92293, 0.72285, 1.30774)  0.207
C (-6.29254, -2.18913, -1.33574)  -0.600
H (3.05476, 1.40087, 1.61858)  0.223
H (6.23573, -2.63640, -1.43474)  0.178
C (4.67437, -1.98981, 0.81536)  -0.314
H (-4.74568, 0.07244, -1.09255)  0.196
C (-5.83824, -1.47450, -0.06909)  -0.391
C (3.81203, -0.42986, 2.42514)  -0.239
C (-0.47662, 1.11742, 0.72313)  -0.223
H (4.08172, 1.92525, -1.02753)  0.260
C (-2.88247, 0.88226, 0.70683)  -0.024
H (5.34622, -2.54484, -2.97393)  0.201
C (3.49752, 0.44072, 1.39585)  -0.184
H (-1.93700, 3.88497, -0.54761)  0.214
H (-5.65651, -2.21023, 0.71784)  0.194
H (4.65200, -2.33476, 2.91932)  0.213
H (0.37171, 4.18862, -0.06603)  0.423
C (-0.57869, 2.38156, 0.14469)  0.128
H (-6.63354, -0.81027, 0.27723)  0.193
N (0.52848, 3.19086, -0.11775)  -0.604
H (-5.52083, -2.87045, -1.68751)  0.201
C (4.39877, -1.64480, 2.12819)  -0.195
H (5.13770, -2.94207, 0.61102)  0.216
H (-3.76693, -1.32209, -0.63973)  0.197
H (0.48508, 0.71939, 1.01183)  0.217
H (1.29631, 0.95829, -0.91581)  0.405
H (-3.95104, 2.57176, -0.05814)  0.211
O (4.58959, -1.37757, -1.54157)  -0.517
H (-6.49939, -1.47050, -2.12586)  0.201
H (-1.51917, -0.59415, 1.43869)  0.211
C (3.75484, 0.11252, 0.07515)  -0.114
C (-1.61816, 0.38243, 0.98687)  -0.200
H (3.60478, -0.15740, 3.44846)  0.215
C (4.35645, -1.11933, -0.22050)  0.377
C (5.24256, -2.57345, -1.89022)  -0.251
C (-4.56831, -0.66055, -0.30214)  -0.379
N (2.06531, 1.60930, -0.85680)  -0.587
S (2.96145, 4.05027, -0.37881)  -0.279
H (3.45901, 0.56726, -1.99588)  0.225
C (-4.11606, 0.06961, 0.96814)  -0.415
H (-3.91964, -0.66413, 1.75245)  0.207
C (3.39332, 1.07326, -1.03052)  -0.259
C (-1.84749, 2.89519, -0.12365)  -0.233

Forces on atoms 1 to 6 (eV/Å):
0.0076 0.0730 -0.2828
-0.0851 -0.0858 -0.0803
0.0353 0.0399 0.0053
0.0886 -0.0712 0.0998
-0.0209 -0.0302 0.0786
-0.0322 0.0521 0.2481

Results
Energy relative to the best compared isomer or geometry (same formula, charge and spin)   10.8 kcal/mol
E   -1321.35937 Eh
SMILES   CCCCc1ccc(NC(=S)NCc2ccccc2OC)cc1
Net charge   0


No. 2
Here is a structure of composition C16H32AlOP at a distorted geometry from OMol25. Energies are from ωB97M-V/def2-TZVPD.

Each line ends with the natural charge from an NBO analysis.
Element x y z (Å)
H (-1.86210, 2.90948, 0.50143)  0.212
C (2.16651, 0.84556, -1.14188)  -0.177
H (1.24421, -1.27712, -3.71370)  0.244
H (-2.38456, -1.59650, 1.91982)  0.272
H (2.67586, -1.37905, 2.36199)  0.231
H (2.74898, -3.16273, -1.88445)  0.270
P (-3.58558, 1.48660, -0.38530)  0.772
H (0.52853, -1.11674, 2.80514)  0.263
C (-0.55523, -1.29513, 3.11581)  -0.516
H (1.01413, -2.94009, -2.30101)  0.248
H (2.44539, 2.97639, -0.84360)  0.242
O (-0.62306, -0.35794, 0.05286)  -1.146
C (-5.14201, 2.50403, -0.43602)  -0.916
H (-4.21580, 1.57772, -2.75891)  0.247
C (2.61055, -1.91030, 1.38746)  -0.664
H (1.88449, -2.74668, 1.52239)  0.215
H (-1.03201, -0.31468, 3.44109)  0.264
H (0.02189, -3.21308, 3.94396)  0.235
H (4.15811, 1.31786, 1.18784)  0.259
H (-0.79013, -2.64440, 1.36129)  0.257
H (-5.56062, 2.49818, 0.58464)  0.246
H (1.49148, -3.52895, -0.65084)  0.229
H (2.70313, -0.28013, -3.81517)  0.258
H (1.60946, 2.53365, -2.38939)  0.247
H (2.65863, 2.27558, 1.30999)  0.218
H (-1.70838, -2.76791, 4.20242)  0.232
H (1.10830, 0.50691, -3.73112)  0.235
C (1.90960, -1.44225, -1.04271)  0.179
C (-3.54283, 0.96140, -2.15324)  -0.925
C (-1.31763, -1.85434, 1.95080)  0.085
C (1.77604, -0.32040, -1.89699)  -0.074
C (2.21391, -1.01460, 0.27865)  -0.001
H (3.36596, 2.20497, -2.18165)  0.269
H (-0.42378, -1.98627, 5.18284)  0.279
H (-1.13580, -1.15975, 0.53015)  0.462
H (-2.51681, 1.01567, -2.53022)  0.214
C (1.76650, -2.85583, -1.48728)  -0.689
H (-5.87286, 2.06929, -1.12829)  0.253
C (-2.34797, 2.84839, -0.47758)  -0.939
H (-2.83996, 3.80482, -0.70299)  0.272
C (2.36003, 0.41820, 0.24727)  -0.343
C (2.39740, 2.22745, -1.65892)  -0.674
C (1.69889, -0.34345, -3.36834)  -0.657
H (-4.90330, 3.54523, -0.72324)  0.233
C (3.05147, 1.24360, 1.32032)  -0.634
C (-0.67577, -2.42541, 4.22365)  -0.564
Al (0.44447, 1.15420, -0.09639)  1.816
H (3.60433, -2.36141, 1.16377)  0.277
H (2.85711, 0.83472, 2.33496)  0.239
H (-3.87944, -0.08692, -2.18291)  0.244
H (-1.59973, 2.62213, -1.24840)  0.200

Forces on atoms 1 to 6 (eV/Å):
0.0709 0.3542 0.0973
-1.8797 -0.3888 -1.5708
0.0091 0.2917 -0.1028
0.1961 -0.4124 -0.5172
0.1473 -0.3303 -0.6563
-0.3770 -0.2141 0.0555

Results
Energy relative to the best compared isomer or geometry (same formula, charge and spin)   21.8 kcal/mol
E   -1287.10821 Eh
Net charge   +2


The lowest energy relative to the best compared isomer or geometry (same formula, charge and spin) belongs to which entry?
C19H24N2OS


Among the records above, which one has the highest energy relative to the best compared isomer or geometry (same formula, charge and spin)?
C16H32AlOP


Among the records above, which one has the highest net charge?
C16H32AlOP